ORCA calculation (wB97M-V/def2-TZVPD) on a cluster of 2 separate species, CH6N2O in total.

Structure (ORCA input):
```
! RIJCOSX wB97M-V def2-TZVPD def2/J DEFGRID3
* xyz 0 1
H -0.566 -0.162 -0.493
N 0.469 -1.533 2.391
O 0.008 2.444 -3.391
H -1.481 -0.816 1.814
H 0.922 2.488 -3.818
H -0.322 3.333 -3.108
H 0.364 -1.550 3.454
H 1.308 -0.840 2.150
N -0.094 -0.728 0.237
C -0.487 -1.030 1.456
*
```

HOMO-LUMO gap   10.1 eV
SMILES   [H]/N=C/N.O
Lowest unoccupied orbital energy   0.976 eV
Highest occupied orbital energy   -9.14 eV

=====

ORCA calculation (wB97M-V/def2-TZVPD) on a cluster of 2 separate species, CH6N2O2 in total.

Structure (ORCA input):
```
! RIJCOSX wB97M-V def2-TZVPD def2/J DEFGRID3
* xyz 0 1
H 1.021 0.042 -0.625
C -1.992 0.371 0.026
H -0.600 -0.848 0.661
O -0.826 -0.314 -0.175
O 1.282 -1.306 0.721
H -2.647 0.331 -0.879
N 2.992 -0.176 -0.091
H -2.443 0.114 0.940
H -1.731 1.517 0.097
N 1.748 -0.447 -0.034
H 3.195 0.716 -0.642
*
```

HOMO-LUMO gap (alpha / beta)   10.8 / 10.8 eV
SMILES   [H]/N=[NH+]/[O-].CO
Lowest unoccupied orbital energy (alpha / beta)   0.614 / 0.613 eV
Highest occupied orbital energy (alpha / beta)   -10.20 / -10.20 eV

=====

ORCA calculation (wB97M-V/def2-TZVPD) on a cluster of 2 separate species, CH6N2O2 in total.

Structure (ORCA input):
```
! RIJCOSX wB97M-V def2-TZVPD def2/J DEFGRID3
* xyz 0 1
C 1.237 -0.533 -0.275
O -1.963 0.805 -0.024
N 0.325 -1.019 -1.066
H -1.679 1.688 0.279
N -1.374 -0.092 0.925
H 2.223 1.045 0.247
O 1.527 0.792 -0.378
H -0.261 -0.231 -1.375
H 2.070 -1.148 0.089
H -1.863 -0.966 0.709
H -0.242 -0.339 0.869
*
```

HOMO-LUMO gap   9.0 eV
SMILES   [H]/N=C\O.NO
Lowest unoccupied orbital energy   0.431 eV
Highest occupied orbital energy   -8.57 eV

=====

ORCA calculation (wB97M-V/def2-TZVPD) on a structure of composition CH6N2O3P.

Structure (ORCA input):
```
! RIJCOSX wB97M-V def2-TZVPD def2/J DEFGRID3
* xyz 1 1
H -0.845 1.426 1.960
H 2.996 -0.934 1.097
H -0.952 1.986 -1.403
N -1.014 0.976 -1.343
H 1.895 -1.914 0.114
O 1.247 -0.107 0.837
H -0.786 0.489 -2.196
C 2.210 -0.879 0.319
H 2.662 -0.450 -0.588
O -1.233 1.453 1.078
O -2.742 -1.710 -0.139
N -2.497 -0.609 0.139
P -0.941 0.272 0.125
*
```

HOMO-LUMO gap (alpha / beta)   8.3 / 7.1 eV
Lowest unoccupied orbital energy (alpha / beta)   -6.410 / -6.852 eV
Highest occupied orbital energy (alpha / beta)   -14.73 / -13.95 eV

=====

ORCA calculation (wB97M-V/def2-TZVPD) on a cluster of 2 separate species, CH6N2O4P in total.

Structure (ORCA input):
```
! RIJCOSX wB97M-V def2-TZVPD def2/J DEFGRID3
* xyz -1 1
P 1.299 0.180 0.015
H 0.028 -1.219 0.807
N 0.170 0.111 -1.188
H -0.881 0.819 1.501
H -2.266 0.334 -0.998
O 1.488 1.473 0.755
C -1.647 -0.030 -0.187
N -1.539 0.994 0.770
H 2.603 -0.962 -1.380
O 0.964 -1.037 1.158
H 0.056 -0.862 -1.278
O -1.667 -1.248 0.116
O 2.682 -0.464 -0.553
H -1.288 1.911 0.462
*
```

HOMO-LUMO gap   8.5 eV
Lowest unoccupied orbital energy   3.886 eV
Highest occupied orbital energy   -4.60 eV

=====

ORCA calculation (wB97M-V/def2-TZVPD) on a cluster of 2 separate species, CH6N2S in total.

Structure (ORCA input):
```
! RIJCOSX wB97M-V def2-TZVPD def2/J DEFGRID3
* xyz 0 1
H 3.325 0.152 0.655
N 0.024 -0.907 0.229
H 1.801 -0.670 -0.144
H -2.176 1.608 -0.519
H -0.190 1.084 0.276
H -0.677 -1.634 -0.087
S 2.992 0.126 -0.518
H -2.560 -0.160 -0.621
C -1.805 0.533 -0.376
N -0.629 0.231 0.099
*
```

HOMO-LUMO gap   9.2 eV
Lowest unoccupied orbital energy   0.683 eV
Highest occupied orbital energy   -8.53 eV

=====

ORCA calculation (wB97M-V/def2-TZVPD) on a cluster of 2 separate species, CH6N2S2 in total.

Structure (ORCA input):
```
! RIJCOSX wB97M-V def2-TZVPD def2/J DEFGRID3
* xyz 0 1
H -1.161 -1.550 0.363
H 1.660 -0.009 -3.103
N 1.557 1.699 -1.892
C 1.635 1.067 -3.130
S -0.615 -1.285 2.999
N 1.589 1.775 -4.177
H -1.404 -2.259 3.475
H 1.118 1.621 -5.055
H 1.387 2.696 -1.864
S -1.605 -0.728 1.313
H 2.382 1.565 -1.311
*
```

HOMO-LUMO gap   9.5 eV
SMILES   [H]/N=C/N.SS
Lowest unoccupied orbital energy   0.405 eV
Highest occupied orbital energy   -9.13 eV

=====

ORCA calculation (wB97M-V/def2-TZVPD) on a cluster of 2 separate species, CH6N2S2 in total.

Structure (ORCA input):
```
! RIJCOSX wB97M-V def2-TZVPD def2/J DEFGRID3
* xyz 0 1
N -2.076 0.465 0.017
N -0.952 -1.539 0.271
S 2.967 0.300 0.193
H -2.073 1.442 0.237
C -1.095 -0.309 0.553
H -0.066 -1.829 0.672
H -0.498 0.176 1.323
H -2.902 0.029 -0.353
S 2.061 0.584 -1.652
H 2.166 -0.683 -2.070
H 2.468 1.363 0.809
*
```

HOMO-LUMO gap   8.9 eV
SMILES   [H]/N=C/N.SS
Lowest unoccupied orbital energy   0.275 eV
Highest occupied orbital energy   -8.64 eV

=====

ORCA calculation (wB97M-V/def2-TZVPD) on a cluster of 2 separate species, CH6N2S2 in total.

Structure (ORCA input):
```
! RIJCOSX wB97M-V def2-TZVPD def2/J DEFGRID3
* xyz 1 2
H 0.709 -3.746 0.827
H -0.767 2.636 -2.049
C 0.007 -2.931 1.006
H -1.104 -3.479 -0.383
H 1.188 1.058 0.326
H 1.016 -2.396 2.704
N -1.090 -2.808 0.385
H 0.202 -1.076 1.927
S 0.175 1.934 0.155
N 0.373 -2.060 2.005
S 0.127 1.654 -1.820
*
```

HOMO-LUMO gap (alpha / beta)   6.7 / 3.4 eV
Lowest unoccupied orbital energy (alpha / beta)   -5.505 / -8.825 eV
Highest occupied orbital energy (alpha / beta)   -12.25 / -12.25 eV

=====

ORCA calculation (wB97M-V/def2-TZVPD) on the ion CH6N3 with charge +1.

Structure (ORCA input):
```
! RIJCOSX wB97M-V def2-TZVPD def2/J DEFGRID3
* xyz 1 1
H -1.663 -0.901 0.288
N 0.818 0.616 -0.962
C 0.104 0.009 -0.066
H 0.566 1.564 -1.240
H 1.540 0.092 1.312
N 0.614 -0.260 1.134
H -1.657 0.295 -0.978
H 0.058 -0.698 1.841
N -1.249 -0.097 -0.149
H 0.869 -0.619 -1.181
*
```

HOMO-LUMO gap   10.8 eV
SMILES   NC(N)=[NH2+]
Lowest unoccupied orbital energy   -5.072 eV
Highest occupied orbital energy   -15.88 eV

=====

ORCA calculation (wB97M-V/def2-TZVPD) on a cluster of 2 separate species, CH6N3 in total.

Structure (ORCA input):
```
! RIJCOSX wB97M-V def2-TZVPD def2/J DEFGRID3
* xyz 1 1
H 2.838 -1.586 -0.486
C -1.980 0.445 0.311
H 2.619 -0.117 -1.220
H 3.676 -0.009 0.071
H -3.695 0.950 1.155
N -0.825 0.224 0.280
H -3.949 0.236 -0.350
N 2.760 -0.513 -0.261
H 1.893 -0.315 0.266
N -3.336 0.684 0.233
*
```

HOMO-LUMO gap   9.2 eV
Lowest unoccupied orbital energy   -4.246 eV
Highest occupied orbital energy   -13.42 eV

=====

ORCA calculation (wB97M-V/def2-TZVPD) on the ion CH6N3 with charge +1.

Structure (ORCA input):
```
! RIJCOSX wB97M-V def2-TZVPD def2/J DEFGRID3
* xyz 1 1
N -0.215 -0.803 0.200
H 1.756 -0.822 0.629
C -0.932 0.269 0.847
H 1.286 0.685 0.304
N -1.122 -0.010 -0.548
H -1.749 0.181 1.505
H 1.553 -0.272 -0.839
H -1.892 -0.542 -0.675
H -0.342 1.215 0.971
N 1.156 -0.282 0.056
*
```

HOMO-LUMO gap   12.2 eV
SMILES   [NH3+]N1CN1
Lowest unoccupied orbital energy   -3.867 eV
Highest occupied orbital energy   -16.10 eV

=====

The records above give, respectively, calculated total energy values of -226.396450 -301.559234 -301.562413 -717.870020 -793.683879 -549.274496 -947.540058 -947.557871 -947.234779 -205.630346 -205.689020 -205.578823 Ha.
The records above give, respectively, F_max values of 0.0705 0.0839 0.0933 0.0724 0.0581 0.0899 0.0369 0.0172 0.0184 0.1440 0.1069 0.0870 Eh/bohr.